Entry 1:
ORCA calculation (wB97M-V/def2-TZVPD) on C15H22B2F8N7O4V as an isolated structure at a distorted geometry.

Geometry as XYZ:
```
59
Properties=species:S:1:pos:R:3:forces:R:3:lowdin_charge:R:1
V -2.931330 0.610155 1.047162 -1.24 0.14 3.52 1.1326
F 0.164009 0.604228 2.093307 0.32 -0.80 -0.29 0.1265
F -5.066215 3.060032 1.290555 -0.78 0.23 -0.85 0.1424
F -1.236516 -0.892365 1.039597 0.15 -1.15 0.22 0.1056
F -3.527048 2.382364 -0.171705 1.57 -0.61 -0.64 0.0825
F -5.655900 2.495901 -0.955276 -0.22 -0.30 0.54 0.1889
F -0.956891 1.083222 0.244084 -0.88 1.24 -1.36 0.0877
F 0.849936 -0.277952 0.071251 -0.29 -0.59 0.19 0.1496
F -4.944408 0.950205 0.674571 -0.17 -2.11 0.14 0.0968
O -2.568242 1.522854 2.266344 -0.61 -1.18 -1.65 -0.1564
O -4.040636 -1.772620 4.351576 0.43 -0.55 -0.91 0.0398
O -3.428926 -3.322655 2.799598 -0.97 1.78 -0.91 0.0300
O -3.633558 -1.154175 2.249357 0.39 1.34 -2.32 -0.1183
N 3.898238 1.432184 2.661469 -0.01 0.18 0.00 0.1523
N -0.798751 -4.356981 2.269558 0.29 -0.19 -0.03 0.1564
N 0.663594 4.740937 -3.163610 -0.07 0.05 -0.01 0.1084
N 0.907635 -0.313591 -3.840822 -0.20 -0.09 -0.02 0.1478
N -3.094508 -0.610168 -0.893609 0.02 0.39 0.26 0.1901
N 3.098374 3.622241 -0.244811 -0.02 0.08 0.09 0.1558
N 4.486657 0.746914 -3.042122 0.01 -0.10 -0.07 0.1424
C 2.428656 3.708529 0.684432 0.73 -0.55 -0.19 -0.2904
C 2.934664 -1.009736 2.730542 -0.35 1.22 -0.48 -0.0408
C -3.196368 -1.078809 -1.926415 -0.16 -0.32 -1.21 -0.1348
C 2.064446 -2.038111 -2.269826 0.56 -0.10 -0.33 -0.0708
C 3.447185 0.378732 2.701529 0.10 -0.79 0.33 -0.2665
C -0.595775 -3.920698 1.228316 -0.37 0.36 0.13 -0.2751
C -3.718895 -2.011530 3.192932 -0.20 0.36 2.72 -0.7454
C 1.623436 3.793443 1.867185 -1.14 1.01 0.94 -0.0706
C 0.561726 2.529848 -1.772912 -0.48 0.92 -0.20 -0.0850
C 4.548898 0.033432 -0.531975 0.08 -0.39 -0.66 -0.0828
C 0.635471 3.770699 -2.550823 0.58 -0.14 -0.03 -0.2852
C 4.520067 0.455274 -1.933009 0.13 0.39 0.16 -0.2928
C 1.408711 -1.071430 -3.140577 0.15 0.13 0.14 -0.2694
C -3.383070 -1.737259 -3.245507 0.59 0.53 1.34 -0.0064
C -0.336637 -3.363848 -0.105679 0.50 -1.43 0.98 -0.0662
B -0.246129 0.061771 0.859596 1.79 1.14 1.22 -1.3357
B -4.905781 2.256707 0.159736 0.06 2.28 0.89 -1.2469
H 3.457067 -1.631034 3.448950 0.07 0.01 -0.04 0.0822
H -2.400015 -1.893770 -3.686107 -0.01 -0.12 -0.01 0.0838
H 2.397611 -1.590268 -1.336609 -0.47 0.09 0.10 0.0488
H 1.506295 2.242399 -1.326817 0.15 -0.01 -0.38 0.0391
H -3.559675 -3.078763 1.860689 0.60 -1.29 -0.04 0.0835
H 4.713059 -1.045474 -0.600084 -0.20 -0.05 0.45 0.0783
H 3.025332 -1.362833 1.703696 0.05 -0.39 0.13 0.0631
H 0.831956 3.049342 1.959268 0.23 -0.25 -0.35 0.0752
H -0.272354 -4.268230 -0.715691 -0.20 0.34 -0.56 0.0853
H 2.977770 -2.396100 -2.749197 -0.12 -0.03 -0.21 0.0892
H 3.594106 0.281943 -0.072732 0.08 -0.04 0.17 0.0516
H -1.106995 -2.660475 -0.393085 0.18 0.08 -0.17 0.0626
H -3.856735 -2.679726 -2.979381 -0.21 -0.07 -0.60 0.0911
H -0.106898 2.788457 -0.952709 -0.19 -0.48 -0.05 0.0724
H 5.382508 0.454979 0.022997 -0.12 0.28 -0.06 0.0845
H 0.672843 -2.966595 -0.029900 -0.21 0.56 -0.35 0.0607
H 1.869339 -0.933008 2.950898 0.02 -0.23 0.13 0.0784
H 0.154026 1.774814 -2.440202 -0.05 -0.26 0.34 0.0565
H 1.119601 4.765871 1.839178 -0.08 -0.06 -0.05 0.0881
H 1.403169 -2.884466 -2.110802 0.04 0.01 0.17 0.0594
H 2.172582 3.801957 2.807181 0.44 -0.27 -0.28 0.0774
H -3.950711 -1.076760 -3.893554 -0.29 -0.21 0.03 0.0928
```
Positions in Å, forces in eV/Å.

The molecular weight is 588.938 g mol⁻¹. Its total charge is -1. Its spin multiplicity is 2. As for the expectation value of S²: 0.7856. The total energy comes out at -3062.233145 Ha.

=====

Entry 2:
ORCA calculation (wB97M-V/def2-TZVPD) on C15H18N6O3PtS as an isolated structure at a distorted geometry.

Geometry as XYZ:
```
44
Properties=species:S:1:pos:R:3:forces:R:3:lowdin_charge:R:1
Pt 0.052242 0.103329 0.535365 1.00 -0.49 -0.23 1.0666
S -2.273409 0.774241 -0.792406 0.01 -0.03 0.03 0.5663
O 1.839241 -0.938481 0.201933 0.18 0.48 -0.18 -0.1929
O 4.020017 -0.679403 -0.180485 -0.44 0.03 0.13 0.0480
O 1.445647 1.064265 -1.766559 0.26 0.09 -0.01 -0.0724
N -2.086719 2.674870 3.036210 -0.14 0.25 0.06 0.1206
N -3.191308 -1.760109 -1.015390 0.18 -0.08 0.04 0.1045
N 1.033847 3.497400 2.590981 0.16 0.29 0.02 0.1193
N 1.016954 1.737882 1.308675 -0.32 -0.26 0.12 -0.0459
N -1.331218 0.777240 2.250331 -0.62 -0.48 -0.14 -0.0088
N -0.996561 -1.400809 -0.213256 -0.42 0.14 0.04 -0.1802
C 2.282379 -0.951704 -2.830008 -0.05 -0.14 -0.10 -0.0127
C -1.038119 2.023972 2.490294 0.40 0.31 0.08 -0.2983
C -3.123173 1.768970 3.128040 0.03 -0.07 0.01 -0.0631
C -1.705331 -3.594519 -0.634222 -0.17 -0.13 -0.09 -0.0226
C 2.574243 0.186249 -1.865403 -0.20 0.23 0.09 -0.5451
C 2.294984 3.393582 2.036477 -0.06 0.07 0.06 -0.0471
C 0.291860 2.475429 2.128022 0.08 0.11 0.09 -0.2467
C 2.850287 -0.481962 -0.485364 0.09 -0.31 -0.04 -0.6077
C -4.107686 -3.968604 -1.315995 0.02 0.00 0.00 -0.0339
C -2.193067 -0.924354 -0.680618 -0.09 -0.33 -0.11 -0.8733
C -2.955200 -3.068942 -0.982851 0.00 0.19 -0.03 -0.3311
C -0.747745 -2.706812 -0.216763 0.28 0.08 0.07 -0.1056
C -2.638483 0.600022 2.627623 0.02 0.02 0.08 -0.1220
C 3.772279 1.004923 -2.321137 0.07 -0.03 -0.01 -0.0253
C 2.272746 2.287110 1.249712 -0.02 -0.16 -0.24 -0.0546
H -4.083700 2.030593 3.539541 0.08 0.03 -0.06 0.1167
H 3.060397 1.845694 0.655774 -0.12 0.08 0.10 0.1153
H 3.691361 1.232062 -3.387943 -0.05 0.04 0.09 0.0854
H -1.503960 -4.655887 -0.667281 -0.03 0.04 0.04 0.1066
H 1.398024 -1.504487 -2.504404 0.03 0.00 -0.01 0.0847
H -3.772933 -4.982011 -1.536302 -0.03 0.03 0.00 0.0740
H 4.693721 0.459681 -2.133003 0.02 0.02 -0.05 0.0830
H -4.790821 -4.007315 -0.464185 0.02 0.00 -0.02 0.0858
H -2.154428 3.661409 3.212184 -0.01 0.01 0.05 0.1584
H 3.129537 -1.639392 -2.870776 -0.05 0.04 -0.01 0.1023
H -4.663337 -3.566901 -2.161490 0.02 -0.01 0.00 0.0814
H 0.238757 -3.009448 0.114523 -0.01 0.08 0.05 0.1201
H 2.110839 -0.557604 -3.836806 0.00 -0.01 0.05 0.0916
H -3.139416 -0.347734 2.515245 0.04 0.08 -0.02 0.1153
H 3.076511 4.103415 2.248165 -0.08 -0.06 0.00 0.1194
H 0.813504 0.886185 -2.467488 -0.10 -0.11 0.00 0.0831
H 3.802642 1.946478 -1.768545 0.03 -0.04 -0.02 0.0807
H 0.734595 4.211478 3.229585 0.01 -0.01 0.05 0.1604
```
Positions in Å, forces in eV/Å.

The molecular weight is 557.493 g mol⁻¹. Its total charge is 0. Its spin multiplicity is 1. The relative energy (zero: lowest compared OMol25 entry of this formula, charge and spin) comes out at 32.1 kcal per mole. The total energy comes out at -1654.195137 Ha.

=====

- Which value of total charge does entry 2 give?
  0

=====

- What is the formula in the first record?
  C15H22B2F8N7O4V